{
  "formula": "C6H16NO",
  "method": "ωB97M-V/def2-TZVPD",
  "homo_lumo_gap_ev": 9.4,
  "charge": 1,
  "largest_force_ha_per_bohr": 0.0403,
  "total_energy_ev": -10011.8279,
  "homo_energy_ev": -12.784,
  "de_lowest_ev": 1.485,
  "elements": ["C", "C", "C", "C", "C", "C", "N", "H", "H", "H", "H", "H", "H", "H", "H", "H", "H", "H", "H", "H", "H", "H", "H", "O"],
  "coordinates": [[-0.3129, -0.6203, 0.6077], [-0.4530, 0.3058, -0.6124], [0.4313, 1.5331, -0.5442], [1.1014, 1.9125, -1.6233], [0.4112, 2.4117, 0.6893], [-0.9752, 2.4637, 1.4518], [-0.1138, -2.1020, 0.1070], [-1.1696, -0.6809, 1.2666], [0.6366, -0.4783, 1.1134], [-1.4960, 0.6044, -0.6959], [-0.2007, -0.2486, -1.5134], [1.8341, 2.7158, -1.5845], [1.1723, 1.4035, -2.5722], [1.1659, 2.1563, 1.4166], [0.4829, 3.4494, 0.3717], [-0.7241, 2.7686, 2.4657], [-1.6583, 3.1705, 0.9920], [-1.4023, 1.4661, 1.5191], [-0.8191, -2.7427, 0.4598], [0.8347, -2.3904, 0.2741], [-0.1846, -2.1321, -0.9112], [0.8338, -5.1835, -0.2142], [0.3658, -5.0933, -1.6655], [0.2398, -4.6893, -0.7980]],
  "nbo_charge": [-0.20, -0.46, 0.00, -0.36, -0.45, -0.60, -0.67, 0.23, 0.22, 0.24, 0.21, 0.21, 0.20, 0.22, 0.24, 0.23, 0.22, 0.17, 0.45, 0.44, 0.44, 0.49, 0.50, -0.98]
}

---

{
  "formula": "C7H28N16NiO13",
  "method": "ωB97M-V/def2-TZVPD",
  "homo_lumo_gap_ev": [7.4, 6.2],
  "largest_force_ha_per_bohr": 0.1422,
  "multiplicity": 3,
  "total_energy_ev": -99211.6952,
  "homo_energy_ev": [-8.219, -8.201],
  "de_lowest_ev": 0.000,
  "elements": ["Ni", "N", "O", "O", "O", "N", "O", "O", "O", "C", "O", "N", "N", "H", "H", "H", "H", "C", "O", "N", "N", "H", "H", "H", "H", "C", "O", "N", "N", "H", "H", "H", "H", "C", "O", "N", "N", "H", "H", "H", "H", "C", "O", "N", "N", "H", "H", "H", "H", "C", "O", "N", "N", "H", "H", "H", "H", "C", "O", "N", "N", "H", "H", "H", "H"],
  "coordinates": [[2.8148, 0.4200, 1.9968], [0.0749, 0.3482, -0.0133], [1.0357, 0.4157, 0.7307], [-0.2632, -0.7741, -0.4681], [-0.5678, 1.3346, -0.3067], [0.8180, 2.7545, 3.3621], [1.5042, 1.7787, 3.1804], [0.1879, 2.9267, 4.4125], [0.8161, 3.6296, 2.5049], [-3.5923, 2.4328, 0.6015], [-4.5313, 2.6742, 1.3011], [-2.7807, 3.3285, 0.1595], [-3.1020, 1.1928, 0.3828], [-2.9467, 4.2576, 0.5189], [-1.9277, 3.0803, -0.3210], [-2.1650, 1.2103, 0.0063], [-3.3963, 0.3314, 0.8204], [3.7628, 3.0152, 0.3640], [3.8214, 1.9511, 0.9008], [4.7120, 3.8542, 0.0383], [2.6462, 3.3458, -0.1357], [4.4688, 4.7569, -0.3438], [5.6103, 3.6518, 0.4531], [1.9418, 2.6370, 0.0103], [2.7367, 4.1957, -0.6739], [-2.9765, -0.7703, -2.7512], [-3.8872, -0.2696, -3.4285], [-1.6861, -0.8006, -2.9394], [-3.0369, -1.4945, -1.6314], [-0.9339, -0.9011, -2.2730], [-1.4847, -0.4393, -3.8608], [-3.8803, -1.4578, -1.0769], [-2.1864, -1.5386, -1.0884], [-1.3928, 3.7075, -3.1368], [-1.6129, 4.7606, -3.6171], [-0.7389, 3.5624, -2.0156], [-1.8855, 2.6062, -3.5473], [-0.4720, 2.6721, -1.6204], [-0.3436, 4.4025, -1.6180], [-1.7590, 1.7959, -2.9579], [-2.6010, 2.7170, -4.2515], [-2.2238, -4.3526, 0.1478], [-2.6933, -3.3895, 0.7655], [-2.8574, -5.4904, -0.1340], [-0.9770, -4.3349, -0.3182], [-3.8622, -5.5053, -0.0329], [-2.4204, -6.1521, -0.7595], [-0.6830, -5.2494, -0.6301], [-0.4676, -3.4635, -0.3551], [3.2426, -1.9749, -0.1767], [3.4832, -1.1264, 0.7465], [3.0505, -3.2856, 0.0104], [3.1727, -1.6462, -1.4039], [3.2364, -3.6451, 0.9357], [2.6947, -3.8423, -0.7535], [2.8402, -2.2867, -2.1105], [3.2789, -0.6565, -1.5751], [1.5734, -2.1903, 3.3477], [2.1793, -1.1852, 3.0922], [1.7256, -2.8290, 4.4786], [0.6303, -2.6444, 2.6120], [2.4359, -2.6726, 5.1794], [1.3082, -3.7282, 4.6715], [0.1021, -3.4695, 2.8577], [0.4300, -2.1812, 1.7371]],
  "nbo_charge": [1.70, 0.78, -0.58, -0.58, -0.49, 0.74, -0.65, -0.48, -0.52, 0.76, -0.68, -0.83, -0.87, 0.41, 0.39, 0.38, 0.40, 0.79, -0.79, -0.81, -0.77, 0.40, 0.41, 0.44, 0.39, 0.77, -0.66, -0.87, -0.83, 0.42, 0.38, 0.39, 0.39, 0.74, -0.67, -0.86, -0.82, 0.39, 0.40, 0.39, 0.42, 0.76, -0.67, -0.83, -0.85, 0.42, 0.38, 0.38, 0.42, 0.80, -0.81, -0.82, -0.77, 0.42, 0.40, 0.40, 0.42, 0.78, -0.77, -0.80, -0.79, 0.41, 0.39, 0.40, 0.43]
}

---

{
  "formula": "C4H15CoNO11P2",
  "method": "ωB97M-V/def2-TZVPD",
  "homo_lumo_gap_ev": [1.6, 1.4],
  "charge": -3,
  "largest_force_ha_per_bohr": 0.1882,
  "multiplicity": 5,
  "total_energy_ev": -84606.9988,
  "homo_energy_ev": [4.001, 4.390],
  "elements": ["Co", "P", "O", "O", "O", "O", "P", "O", "O", "O", "O", "C", "C", "C", "O", "C", "N", "H", "H", "H", "H", "H", "H", "H", "H", "H", "H", "H", "O", "H", "H", "O", "H", "H"],
  "coordinates": [[-0.2582, -1.3602, 1.3214], [1.9284, -1.9789, 2.7990], [3.3960, -1.5016, 2.8745], [1.3545, -2.4334, 1.4464], [0.8459, -0.8535, 2.9884], [1.3492, -2.8742, 3.9409], [-2.2331, -1.0111, 2.8933], [-1.7372, -0.5260, 4.2997], [-1.8175, -0.2926, 1.6306], [-3.6580, -1.6170, 3.0065], [-1.3765, -2.3163, 2.7783], [-0.8702, 1.4176, -1.2656], [0.4377, 0.6542, -0.9568], [1.6087, 1.5087, -1.5847], [1.3384, 1.7522, -2.9316], [2.4363, 2.3777, -3.6093], [0.6484, 0.4118, 0.4638], [-1.1911, 1.3501, -2.3051], [-0.8742, 2.4539, -0.9276], [-1.6226, 0.9087, -0.6632], [0.3803, -0.2565, -1.5530], [2.5711, 1.0393, -1.3808], [1.6450, 2.4392, -1.0180], [3.0668, 3.1120, -3.1080], [2.1443, 2.8436, -4.5505], [3.1241, 1.5870, -3.9089], [1.6372, 0.2346, 0.5692], [0.4272, 1.3227, 0.8398], [-3.4400, -0.6291, -0.3375], [-2.7915, -0.3608, 0.3136], [-4.2820, -0.3891, 0.0494], [-1.1618, -2.3156, -0.3929], [-2.1092, -2.1830, -0.4253], [-0.9162, -2.5146, -1.2964]],
  "nbo_charge": [1.44, 2.45, -1.22, -1.27, -0.87, -0.93, 2.46, -1.23, -1.29, -1.27, -1.24, -0.64, -0.04, -0.08, -0.54, -0.28, -0.81, 0.20, 0.18, 0.27, 0.18, 0.16, 0.14, 0.16, 0.17, 0.16, 0.39, 0.37, -1.04, 0.52, 0.47, -0.94, 0.51, 0.45]
}

---

{
  "formula": "C10H16As3FPtS4",
  "method": "ωB97M-V/def2-TZVPD",
  "homo_lumo_gap_ev": 5.5,
  "charge": -2,
  "largest_force_ha_per_bohr": 0.0259,
  "total_energy_ev": -242452.8728,
  "homo_energy_ev": -0.986,
  "de_lowest_ev": 0.280,
  "elements": ["Pt", "C", "As", "C", "C", "C", "C", "C", "C", "C", "As", "C", "C", "H", "H", "H", "H", "H", "H", "H", "H", "H", "H", "H", "H", "H", "H", "H", "H", "S", "As", "S", "S", "S", "F"],
  "coordinates": [[1.7793, 0.7661, -1.3934], [1.5946, -0.2990, 3.5282], [1.7414, -0.0387, 1.5586], [2.1755, 1.8756, 1.7029], [-0.2089, 0.1125, 1.2427], [-1.0180, 0.9054, 2.0550], [-2.3908, 0.9540, 1.8785], [-2.9791, 0.1926, 0.8770], [-2.1849, -0.5859, 0.0522], [-0.8006, -0.6299, 0.2080], [0.3168, -1.6588, -1.0631], [-0.4079, -3.4359, -0.4860], [-0.7771, -1.5086, -2.6741], [0.9356, 0.4257, 4.0075], [2.5988, -0.1989, 3.9446], [1.2331, -1.3069, 3.7347], [1.5153, 2.3865, 2.4056], [2.0882, 2.3449, 0.7210], [3.2120, 1.9658, 2.0280], [-0.5696, 1.5090, 2.8367], [-2.9977, 1.5906, 2.5121], [-4.0518, 0.2238, 0.7246], [-2.6493, -1.1422, -0.7530], [-1.4997, -3.4266, -0.4467], [-0.0129, -3.6695, 0.5039], [-0.0745, -4.2011, -1.1890], [-1.7452, -2.0053, -2.5816], [-0.2178, -1.9542, -3.4967], [-0.9265, -0.4566, -2.9203], [1.1417, 4.2933, -4.3347], [0.5103, 2.3264, -3.8599], [2.1907, 0.8848, -3.7129], [-0.0410, 2.1074, -1.7122], [-1.0744, 1.6237, -5.0917], [3.5946, 0.0300, -0.8068]],
  "nbo_charge": [0.60, -0.95, 0.94, -0.95, -0.34, -0.23, -0.22, -0.23, -0.16, -0.32, 0.92, -0.96, -0.97, 0.20, 0.21, 0.21, 0.20, 0.26, 0.22, 0.19, 0.19, 0.20, 0.20, 0.20, 0.21, 0.21, 0.19, 0.23, 0.29, -0.81, 0.97, -0.46, -0.61, -0.83, -0.78]
}

---

{
  "formula": "C33H40BF3O2",
  "method": "ωB97M-V/def2-TZVPD",
  "homo_lumo_gap_ev": 8.2,
  "largest_force_ha_per_bohr": 0.1915,
  "total_energy_ev": -47793.4328,
  "homo_energy_ev": -7.939,
  "de_lowest_ev": 3.118,
  "elements": ["C", "C", "C", "C", "C", "C", "O", "B", "C", "C", "C", "C", "C", "F", "F", "F", "C", "C", "C", "C", "C", "O", "H", "H", "H", "H", "H", "H", "H", "H", "H", "H", "H", "H", "H", "H", "H", "H", "H", "H", "H", "H", "H", "H", "H", "C", "C", "C", "C", "C", "C", "C", "C", "C", "C", "C", "C", "C", "C", "C", "C", "C", "H", "H", "H", "H", "H", "H", "H", "H", "H", "H", "H", "H", "H", "H", "H", "H", "H"],
  "coordinates": [[4.6477, 0.8941, -2.9659], [3.5597, -0.0756, -3.0837], [3.1079, -0.2863, -4.5476], [3.7276, -1.4719, -2.2748], [4.1846, -2.6295, -3.1266], [4.5702, -1.3350, -1.0220], [2.3411, -1.7897, -1.8827], [1.7379, -0.7905, -2.6430], [0.2785, -0.8586, -3.1745], [-0.2105, -2.1515, -3.3681], [-1.1969, -2.2863, -4.3127], [-1.7843, -1.1461, -4.8804], [-2.8604, -1.3422, -5.9022], [-3.4103, -0.1907, -6.3053], [-2.4136, -1.9928, -7.0338], [-3.8701, -2.1296, -5.3832], [-1.3808, 0.1275, -4.5198], [-0.3707, 0.2840, -3.5738], [0.3550, 0.0430, 0.9890], [-0.1547, -1.3713, 0.3207], [0.0103, 1.1577, -0.1399], [2.3779, 0.4867, -2.4329], [5.5130, 0.4552, -3.4706], [4.3637, 1.8246, -3.4951], [4.8876, 1.1288, -1.9196], [3.9534, -0.6127, -5.1276], [2.2840, -1.0312, -4.6706], [2.7093, 0.6520, -4.9413], [5.1822, -2.4163, -3.4975], [4.2037, -3.5367, -2.5126], [3.5119, -2.8165, -3.9802], [5.5999, -1.1802, -1.3254], [4.2268, -0.5007, -0.4023], [4.4889, -2.2581, -0.4542], [0.2889, -3.0039, -2.9350], [-1.4872, -3.2851, -4.6152], [-1.8103, 1.0095, -4.9725], [-0.0120, 1.2882, -3.3102], [1.4218, -0.0910, 0.7487], [0.6295, -2.1673, 0.2230], [-0.9067, -1.6652, 1.0147], [-0.6516, -1.4348, -0.7028], [0.8789, 1.6924, -0.5604], [-0.5917, 0.9016, -1.0447], [-0.5717, 1.7854, 0.4654], [3.0347, 5.0384, 4.3270], [2.2316, 3.8789, 3.8600], [2.8511, 2.7197, 3.3745], [2.1217, 1.6379, 2.9547], [0.7065, 1.6495, 2.9707], [-0.0087, 0.4283, 2.3229], [-1.4534, 0.3385, 2.9007], [-2.1597, -0.8011, 2.9713], [-3.5740, -0.8417, 3.3579], [-4.2871, -2.0578, 3.2616], [-5.6589, -2.1502, 3.5510], [-6.3515, -0.9864, 3.9567], [-7.8238, -1.1028, 4.2526], [-5.6700, 0.2019, 4.0855], [-4.3079, 0.3017, 3.7956], [0.0761, 2.8172, 3.4733], [0.8311, 3.8992, 3.9234], [2.3810, 5.8377, 4.6926], [3.6972, 4.7333, 5.1607], [3.6953, 5.4650, 3.5439], [3.9464, 2.7064, 3.3031], [2.6159, 0.7272, 2.5856], [0.5533, -0.4897, 2.5413], [-1.8756, 1.2490, 3.2908], [-1.7054, -1.7615, 2.7533], [-3.7505, -2.9580, 2.9361], [-6.1705, -3.0865, 3.4799], [-8.2200, -0.1279, 4.5771], [-8.3795, -1.4115, 3.3602], [-8.0356, -1.8361, 5.0396], [-6.2106, 1.0975, 4.4386], [-3.8069, 1.2689, 3.9065], [-1.0147, 2.9210, 3.5016], [0.3640, 4.8101, 4.2990]],
  "mulliken_charge": [-1.82, 1.33, -1.60, 1.68, -1.82, -2.02, -0.67, 1.50, 0.22, -0.58, -1.03, 0.37, 0.69, -0.28, -0.26, -0.26, -0.72, -0.60, 0.97, -0.34, -1.12, -0.74, 0.35, 0.45, 0.36, 0.40, 0.17, 0.48, 0.37, 0.45, 0.30, 0.37, 0.33, 0.52, 0.57, 0.39, 0.47, 0.58, -0.38, 0.10, 0.22, -0.24, 0.05, -0.04, 0.81, -1.38, 1.13, -0.76, -0.44, 0.44, 0.12, -0.54, -0.16, 0.45, -0.59, -0.71, 1.13, -1.37, -0.69, -0.56, -0.37, -1.08, 0.33, 0.31, 0.31, 0.34, 0.37, 0.50, -0.18, 0.66, 0.29, 0.41, 0.34, 0.31, 0.31, 0.23, 0.32, 0.32, 0.25]
}

---

{
  "formula": "C23H21EuN7O4S",
  "method": "ωB97M-V/def2-TZVPD",
  "homo_lumo_gap_ev": [7.4, 7.7],
  "charge": 3,
  "largest_force_ha_per_bohr": 0.0114,
  "multiplicity": 7,
  "total_energy_ev": -72958.2134,
  "homo_energy_ev": [-16.833, -16.834],
  "de_lowest_ev": 0.002,
  "elements": ["Eu", "O", "C", "O", "C", "C", "C", "C", "C", "N", "C", "O", "O", "H", "H", "H", "H", "H", "C", "C", "C", "C", "N", "C", "C", "C", "C", "C", "C", "N", "C", "C", "C", "C", "C", "N", "H", "H", "H", "H", "H", "H", "H", "H", "H", "H", "H", "N", "N", "C", "N", "S", "H", "H", "H", "H", "H"],
  "coordinates": [[0.0366, 0.1703, 0.0778], [-1.4067, -2.7656, 3.3387], [-1.1907, -1.7362, 2.5710], [-0.4471, -1.7476, 1.5921], [-1.9407, -0.5080, 2.9539], [-2.8353, -0.4299, 4.0117], [-3.4923, 0.7756, 4.2117], [-3.2438, 1.8365, 3.3482], [-2.3297, 1.6562, 2.3192], [-1.6808, 0.5044, 2.1347], [-1.9572, 2.6692, 1.2731], [-2.4593, 3.8761, 1.2889], [-1.1605, 2.3593, 0.4020], [-0.9082, -3.5428, 3.0259], [-3.0117, -1.2831, 4.6521], [-4.1977, 0.8885, 5.0234], [-3.7715, 2.7689, 3.5006], [-3.0807, 4.0412, 2.0136], [4.1107, -1.0553, 2.0947], [4.8092, -1.7331, 1.1053], [4.1961, -1.9774, -0.1117], [2.8987, -1.5265, -0.3246], [2.2369, -0.8390, 0.6212], [2.8301, -0.6287, 1.8032], [2.1425, -1.8098, -1.5766], [2.7143, -2.4756, -2.6504], [1.9346, -2.7566, -3.7600], [0.6034, -2.3813, -3.7661], [0.0900, -1.7114, -2.6637], [0.8539, -1.4218, -1.5961], [-1.3328, -1.2775, -2.5925], [-2.2610, -1.5768, -3.5789], [-3.5692, -1.1376, -3.4384], [-3.9243, -0.4051, -2.3171], [-2.9442, -0.1422, -1.3791], [-1.6804, -0.5626, -1.5052], [4.5429, -0.8651, 3.0662], [5.8179, -2.0795, 1.2836], [4.7283, -2.5257, -0.8728], [2.2458, -0.1035, 2.5545], [3.7507, -2.7738, -2.6338], [2.3618, -3.2715, -4.6094], [-0.0146, -2.6045, -4.6214], [-1.9875, -2.1512, -4.4498], [-4.3011, -1.3684, -4.2004], [-4.9321, -0.0453, -2.1704], [-3.1777, 0.4348, -0.4902], [1.6578, 2.2330, 0.9639], [1.6402, 3.3705, 0.1303], [1.4127, 3.2574, -1.1938], [1.4769, 4.3650, -1.9134], [1.0844, 1.7752, -1.9540], [1.3488, 2.5425, 1.8831], [2.6202, 1.9058, 1.0589], [2.0768, 4.2073, 0.4944], [1.6887, 5.2698, -1.5191], [1.3276, 4.3122, -2.9091]],
  "nbo_charge": [1.77, -0.60, 0.81, -0.63, 0.08, -0.14, -0.11, -0.16, 0.05, -0.44, 0.82, -0.58, -0.61, 0.54, 0.28, 0.27, 0.25, 0.52, -0.22, -0.10, -0.19, 0.19, -0.53, 0.04, 0.19, -0.19, -0.10, -0.21, 0.28, -0.54, 0.17, -0.19, -0.09, -0.22, 0.08, -0.55, 0.26, 0.26, 0.25, 0.19, 0.25, 0.26, 0.25, 0.25, 0.26, 0.26, 0.19, -0.65, -0.43, 0.35, -0.72, -0.21, 0.39, 0.40, 0.41, 0.42, 0.45]
}